[1]
77
Properties=species:S:1:pos:R:3 method="wB97M-V/def2-TZVPD" de_lowest_kcal_mol=13.6 spin_multiplicity=2 orbital_gap_ha="0.238 / 0.250" energy_ha=-2793.42336 charge=+2
Re -0.850 -0.051 0.050
C 0.282 -5.528 3.643
C 0.063 -4.576 2.503
C -1.053 -4.677 1.675
C -1.256 -3.792 0.632
C -0.332 -2.787 0.359
N -0.542 -1.819 -0.663
C -0.617 -2.230 -2.005
C -0.836 -3.561 -2.375
C -1.072 -3.922 -3.684
C -1.112 -2.973 -4.701
C -1.412 -3.351 -6.122
C -0.817 -1.665 -4.361
C -0.525 -1.301 -3.048
N 0.038 0.003 -2.864
C 0.736 0.696 -3.784
C 1.206 1.850 -3.198
C 0.756 1.789 -1.889
N 0.059 0.666 -1.686
C 0.747 -2.643 1.225
C 0.948 -3.529 2.276
N 1.643 -1.553 1.072
C 2.961 -1.510 1.334
C 3.381 -0.207 1.183
C 2.234 0.494 0.818
N 1.188 -0.323 0.755
H -0.183 -6.492 3.446
H -0.150 -5.136 4.565
H 1.344 -5.694 3.818
H -1.776 -5.461 1.852
H -2.140 -3.871 0.016
H -0.823 -4.330 -1.620
H -1.251 -4.962 -3.920
H -1.985 -4.274 -6.170
H -0.488 -3.505 -6.680
H -1.977 -2.570 -6.626
H -0.818 -0.910 -5.133
H 0.878 0.307 -4.774
H 1.798 2.617 -3.658
H 0.881 2.495 -1.089
H 1.799 -3.394 2.932
H 3.497 -2.405 1.587
H 4.377 0.174 1.305
H 2.115 1.542 0.607
N -0.754 3.547 2.464
C -1.166 4.162 1.295
C -1.472 5.489 1.029
C -1.874 5.775 -0.258
C -1.969 4.766 -1.229
C -1.659 3.451 -0.948
C -1.243 3.146 0.348
N -0.873 1.924 0.956
C -0.597 2.235 2.232
C -0.191 1.344 3.325
C 0.160 1.767 4.580
S 0.515 0.430 5.562
C 0.187 -0.603 4.241
N -0.167 -0.007 3.145
H -0.621 3.998 3.353
H -1.402 6.256 1.786
H -2.125 6.791 -0.523
H -2.298 5.026 -2.224
H -1.755 2.697 -1.715
H 0.229 2.765 4.972
H 0.265 -1.674 4.332
O -2.133 -0.806 1.399
N -3.439 -0.931 1.142
C -4.180 -1.522 2.113
C -5.515 -1.713 1.920
C -6.098 -1.290 0.713
C -5.326 -0.688 -0.244
C -3.952 -0.499 -0.025
S -2.888 0.311 -1.095
H -3.620 -1.806 2.990
H -6.095 -2.186 2.696
H -7.154 -1.437 0.538
H -5.744 -0.341 -1.177


[2]
17
Properties=species:S:1:pos:R:3 method="wB97M-V/def2-TZVPD" de_lowest_kcal_mol=70.1 orbital_gap_ha=0.350 energy_ha=-686.85111
C -0.655 -0.322 -0.537
C -0.987 0.615 0.678
C 0.542 0.513 0.819
C 0.677 0.499 -0.695
C 0.679 -0.991 1.152
C -0.025 -1.593 0.145
H -1.506 -1.180 -2.369
H -1.835 0.499 -1.986
H -1.257 1.646 0.400
H -1.717 0.410 1.463
H 2.668 1.412 1.277
H 0.627 1.459 -1.082
H 1.528 -0.044 -1.058
H 1.534 -1.510 1.734
H -0.145 -2.721 -0.058
N -1.583 -0.474 -1.548
S 1.455 1.783 1.665


[3]
20
Properties=species:S:1:pos:R:3 method="wB97M-V/def2-TZVPD" de_lowest_kcal_mol=31.3 orbital_gap_ha=0.311 energy_ha=-771.47275
C 0.914 0.312 1.698
C -0.243 1.237 1.163
C 0.383 -1.047 1.417
C -0.651 0.889 -0.260
C -0.030 -1.181 0.012
C 0.346 -0.074 -0.945
C -1.407 -0.499 -0.151
C 0.475 -0.003 -2.456
Cl -2.457 -0.957 -1.473
H 1.754 0.480 1.063
H 1.152 0.642 2.773
H -1.177 1.164 1.688
H 0.149 2.192 1.141
H 1.075 -1.765 1.764
H -0.471 -1.124 2.120
H -1.104 1.717 -0.894
H -0.032 -2.130 -0.418
H -0.468 0.571 -2.864
H 0.463 -1.044 -2.707
H 1.331 0.620 -2.670


[4]
87
Properties=species:S:1:pos:R:3 method="wB97M-V/def2-TZVPD" de_lowest_kcal_mol=0.0 orbital_gap_ha=0.295 energy_ha=-2016.68576 charge=+1
C 1.518 3.203 2.297
S -0.023 4.056 2.114
O -0.158 4.532 0.760
O -0.234 4.944 3.228
C -1.266 2.759 2.316
C -2.633 3.420 2.454
N -3.586 2.344 2.917
C -3.208 0.922 2.519
C -2.282 0.812 1.293
O -1.672 -0.458 1.450
N -1.270 1.850 1.197
H 1.378 2.159 2.021
H 2.221 3.672 1.612
H 1.845 3.307 3.328
H -0.994 2.228 3.235
H -2.676 4.257 3.147
H -2.960 3.753 1.469
H -3.605 2.361 3.936
H -4.534 2.570 2.618
H -4.133 0.379 2.347
H -2.719 0.465 3.377
H -2.859 0.814 0.370
H -0.790 -0.379 1.064
H -1.404 2.370 0.334
C 0.062 -3.067 3.407
C 0.358 -3.251 1.934
O -0.850 -3.454 1.197
H -0.450 -3.941 3.808
H 0.973 -2.896 3.983
H -0.600 -2.208 3.523
H 0.976 -4.128 1.750
H 0.890 -2.379 1.533
H -1.415 -2.682 1.321
C -3.799 -3.639 5.900
C -3.877 -2.360 5.092
O -2.976 -2.361 3.984
H -2.785 -3.799 6.263
H -4.474 -3.597 6.756
H -4.083 -4.498 5.290
H -3.584 -1.505 5.706
H -4.904 -2.190 4.749
H -3.213 -3.111 3.426
C 1.438 -6.020 -0.847
C 0.018 -6.490 -1.107
O -0.881 -6.079 -0.089
H 1.791 -6.394 0.116
H 2.116 -6.373 -1.626
H 1.485 -4.928 -0.828
H -0.025 -7.579 -1.121
H -0.322 -6.136 -2.087
H -0.875 -5.114 -0.044
C -0.927 5.097 -2.713
C -2.271 4.585 -3.185
O -3.334 4.952 -2.311
H -0.718 4.759 -1.698
H -0.125 4.751 -3.367
H -0.909 6.189 -2.709
H -2.280 3.493 -3.205
H -2.479 4.912 -4.208
H -3.387 5.913 -2.289
C -1.188 0.142 -3.489
C -2.465 0.102 -2.682
O -2.510 1.145 -1.693
H -0.316 0.051 -2.843
H -1.152 -0.672 -4.211
H -1.104 1.081 -4.042
H -2.545 -0.829 -2.122
H -3.344 0.179 -3.328
H -2.464 1.990 -2.153
C 3.885 -0.223 -3.916
C 2.626 -0.922 -3.445
O 1.633 -1.007 -4.463
H 3.652 0.780 -4.275
H 4.622 -0.143 -3.119
H 4.354 -0.774 -4.733
H 2.159 -0.365 -2.630
H 2.864 -1.922 -3.065
H 2.008 -1.501 -5.200
C 7.929 2.177 -2.473
C 8.014 0.720 -2.883
O 7.095 0.393 -3.921
H 6.917 2.424 -2.149
H 8.620 2.390 -1.656
H 8.187 2.832 -3.308
H 7.751 0.070 -2.048
H 9.035 0.467 -3.186
H 7.309 0.930 -4.690


[5]
113
Properties=species:S:1:pos:R:3 method="wB97M-V/def2-TZVPD" de_lowest_kcal_mol=22.4 orbital_gap_ha=0.231 energy_ha=-5455.51823 charge=-1
Sr -0.510 0.426 -1.076
O -5.398 -1.640 1.658
C -4.603 -1.327 2.691
C -5.118 -1.491 3.980
C -4.356 -1.174 5.088
C -3.061 -0.690 4.936
C -2.546 -0.548 3.661
C -3.287 -0.859 2.527
C -2.630 -0.734 1.190
O -1.411 -0.510 1.097
N -3.477 -0.926 0.161
N -2.905 -0.665 -1.034
C -3.575 -0.936 -2.085
C -3.023 -0.591 -3.401
C -3.661 -1.004 -4.570
C -3.130 -0.635 -5.793
C -1.987 0.151 -5.820
C -1.415 0.519 -4.609
N -1.907 0.149 -3.435
H -4.874 -1.387 0.839
H -6.129 -1.861 4.080
H -4.776 -1.299 6.079
H -2.466 -0.431 5.801
H -1.535 -0.197 3.503
H -4.563 -1.400 -2.032
H -4.560 -1.604 -4.507
H -3.607 -0.948 -6.713
H -1.549 0.480 -6.751
H -0.541 1.162 -4.571
O 2.103 -1.425 0.155
C 2.074 -0.230 -0.196
C 3.267 0.551 0.338
C 4.550 -0.001 0.305
C 5.634 0.717 0.769
C 5.448 1.986 1.317
C 4.178 2.530 1.373
C 3.085 1.834 0.854
P 1.349 2.426 0.953
C 1.435 4.173 0.413
C 2.450 4.666 -0.307
C 2.496 6.054 -0.771
C 1.463 6.880 -0.619
C 0.179 6.379 -0.060
C 0.215 5.028 0.706
C 1.207 2.602 2.773
C 1.645 3.694 3.515
C 1.515 3.702 4.896
C 0.948 2.614 5.548
C 0.506 1.522 4.814
C 0.628 1.522 3.434
H 4.666 -1.006 -0.085
H 6.628 0.288 0.728
H 6.293 2.541 1.706
H 4.027 3.505 1.821
H 3.306 4.043 -0.531
H 3.418 6.404 -1.219
H 1.525 7.916 -0.934
H -0.313 7.148 0.541
H 0.086 5.104 1.789
H 2.098 4.540 3.011
H 1.857 4.556 5.467
H 0.842 2.623 6.626
H 0.054 0.676 5.317
H 0.268 0.684 2.844
C -0.166 6.250 -3.324
N -0.352 5.265 -2.286
C -0.877 5.762 -1.047
C -1.118 4.648 -0.019
C -1.246 3.266 -0.579
O -1.828 2.396 0.086
N -0.652 2.964 -1.735
C -0.202 3.918 -2.604
O 0.300 3.602 -3.681
H 0.593 6.984 -3.045
H -1.108 6.781 -3.513
H 0.151 5.738 -4.227
H -1.735 6.416 -1.256
H -1.972 4.852 0.624
O -0.023 -1.901 -1.838
As 0.471 -3.212 -0.985
C 2.301 -3.746 -1.252
C 2.944 -4.612 -0.381
C 4.258 -4.985 -0.629
C 4.921 -4.490 -1.742
C 4.274 -3.616 -2.605
C 2.963 -3.239 -2.360
C -0.079 -3.405 0.846
C 0.730 -3.088 1.929
C 0.228 -3.225 3.217
C -1.075 -3.654 3.420
C -1.885 -3.957 2.335
C -1.386 -3.838 1.050
C -0.452 -4.712 -1.812
C -0.216 -6.019 -1.400
C -0.883 -7.069 -2.009
C -1.791 -6.815 -3.029
C -2.029 -5.513 -3.439
C -1.359 -4.460 -2.830
H 2.431 -4.980 0.499
H 4.766 -5.654 0.053
H 5.948 -4.777 -1.931
H 4.797 -3.218 -3.465
H 2.454 -2.530 -3.004
H 1.725 -2.700 1.760
H 0.852 -2.969 4.064
H -1.473 -3.721 4.425
H -2.912 -4.260 2.489
H -2.025 -4.065 0.202
H 0.488 -6.218 -0.599
H -0.699 -8.086 -1.686
H -2.314 -7.636 -3.504
H -2.738 -5.315 -4.233
H -1.529 -3.432 -3.133


[6]
93
Properties=species:S:1:pos:R:3 method="wB97M-V/def2-TZVPD" de_lowest_kcal_mol=0.0 orbital_gap_ha=0.236 energy_ha=-3377.16727 charge=-1
Pt 1.386 0.073 0.119
C 0.563 -4.922 -0.117
Si 1.276 -3.290 -0.741
C 1.084 -3.298 -2.615
C 3.116 -3.345 -0.324
N 0.450 -1.912 -0.138
P -0.142 -1.635 1.386
C -0.191 0.030 1.580
P -1.376 1.097 0.926
N -1.066 1.751 -0.459
Si -1.270 3.218 -1.242
C -3.059 3.824 -1.385
C -0.618 3.033 -3.003
C -0.288 4.613 -0.432
C -3.020 0.277 0.822
C -3.806 -0.043 1.925
C -5.054 -0.626 1.761
C -5.534 -0.898 0.486
C -4.756 -0.589 -0.620
C -3.508 -0.004 -0.451
C -1.741 2.441 2.134
C -0.727 2.927 2.952
C -0.923 4.042 3.754
C -2.154 4.684 3.763
C -3.180 4.202 2.962
C -2.973 3.094 2.152
C -1.697 -2.527 1.721
C -2.401 -3.137 0.692
C -3.580 -3.823 0.959
C -4.055 -3.909 2.258
C -3.367 -3.283 3.291
C -2.201 -2.587 3.020
C 1.005 -2.429 2.590
C 0.759 -3.653 3.208
C 1.696 -4.227 4.059
C 2.901 -3.588 4.305
C 3.163 -2.370 3.690
C 2.227 -1.800 2.843
H 0.942 -5.737 -0.744
H -0.527 -4.955 -0.153
H 0.873 -5.123 0.910
H 1.604 -4.148 -3.067
H 1.481 -2.389 -3.074
H 0.026 -3.359 -2.883
H 3.668 -3.932 -1.064
H 3.265 -3.806 0.657
H 3.551 -2.345 -0.284
H -3.726 3.029 -1.731
H -3.124 4.654 -2.097
H -3.433 4.181 -0.423
H -1.046 2.145 -3.476
H 0.468 2.898 -2.979
H -0.842 3.900 -3.632
H -0.746 4.931 0.510
H -0.208 5.489 -1.084
H 0.722 4.258 -0.203
H -3.441 0.174 2.923
H -5.651 -0.873 2.631
H -6.510 -1.352 0.359
H -5.122 -0.799 -1.619
H -2.894 0.261 -1.304
H 0.225 2.418 2.951
H -0.112 4.410 4.371
H -2.313 5.552 4.392
H -4.146 4.694 2.961
H -3.780 2.744 1.519
H -2.026 -3.058 -0.321
H -4.130 -4.286 0.148
H -4.972 -4.448 2.465
H -3.745 -3.331 4.305
H -1.668 -2.086 3.821
H -0.162 -4.188 3.014
H 1.480 -5.180 4.526
H 3.632 -4.034 4.969
H 4.103 -1.860 3.865
H 2.439 -0.851 2.365
I 2.574 0.165 -2.142
C 3.745 1.793 -1.570
C 4.643 2.354 -2.429
C 5.439 3.426 -1.977
C 5.321 3.861 -0.690
C 4.401 3.268 0.211
C 4.334 3.691 1.557
C 3.473 3.063 2.411
C 2.618 2.044 1.953
C 2.580 1.605 0.641
C 3.551 2.215 -0.235
H 4.751 1.982 -3.440
H 6.149 3.885 -2.654
H 5.943 4.671 -0.326
H 4.984 4.491 1.891
H 3.428 3.357 3.454
H 1.954 1.566 2.662


[7]
92
Properties=species:S:1:pos:R:3 method="wB97M-V/def2-TZVPD" orbital_gap_ha=0.223 energy_ha=-2662.25310
C 2.619 -4.853 1.558
C 3.334 -3.551 1.141
C 3.553 -3.483 -0.370
C 4.535 -2.357 -0.749
C 3.838 -0.982 -0.758
C 4.662 0.144 -0.092
C 3.796 1.217 0.590
C 3.830 2.583 -0.130
C 2.762 2.659 -1.216
C 1.344 2.725 -0.616
C 0.454 1.688 -1.299
C -0.959 1.469 -0.787
C -1.504 0.138 -0.951
O -0.681 -0.793 -1.562
C -2.784 -0.245 -0.615
P -3.410 -1.930 -0.938
C -4.764 -2.240 0.270
C -2.090 -3.058 -0.321
C -3.632 0.791 -0.099
N -4.912 0.698 0.243
S -5.396 2.135 0.762
N -4.025 2.965 0.582
C -3.130 2.123 0.089
C -1.776 2.431 -0.252
O -1.350 3.725 -0.092
C -1.275 4.192 1.264
C -1.005 3.145 2.334
C -0.479 3.788 3.628
C -1.454 3.640 4.799
H 2.088 -5.245 0.697
H 3.355 -5.591 1.862
H 1.911 -4.673 2.357
H 2.744 -2.697 1.464
H 4.299 -3.471 1.634
H 3.942 -4.433 -0.732
H 2.584 -3.296 -0.828
H 4.951 -2.546 -1.734
H 5.330 -2.374 -0.013
H 2.869 -1.052 -0.270
H 3.641 -0.688 -1.786
H 5.286 0.591 -0.863
H 5.338 -0.286 0.640
H 2.760 0.890 0.638
H 4.150 1.363 1.608
H 3.687 3.399 0.574
H 4.816 2.703 -0.574
H 2.858 1.813 -1.897
H 2.957 3.547 -1.815
H 0.960 3.714 -0.829
H 1.410 2.568 0.454
H 0.958 0.734 -1.203
H 0.387 1.904 -2.364
H -0.145 -1.253 -0.910
H -5.723 -2.068 -0.197
H -4.695 -1.589 1.133
H -4.695 -3.269 0.606
H -1.421 -3.255 -1.148
H -2.524 -3.990 0.023
H -1.494 -2.634 0.488
H -2.220 4.672 1.510
H -0.500 4.949 1.315
H -1.922 2.609 2.570
H -0.290 2.396 2.012
H -0.300 4.851 3.485
H 0.466 3.334 3.911
H -1.883 2.641 4.829
H -2.279 4.335 4.664
H -0.980 3.824 5.757
C -1.757 4.865 -3.990
C -0.928 5.155 -2.990
C 0.198 6.103 -3.177
O 0.959 6.363 -2.269
C 0.364 6.719 -4.518
C -0.466 6.429 -5.516
C -1.593 5.479 -5.332
O -2.348 5.218 -6.243
H -2.583 4.175 -3.877
H -1.030 4.719 -2.004
H 1.192 7.408 -4.631
H -0.364 6.865 -6.502
C -2.089 -8.434 0.332
C -1.221 -7.427 0.292
C -1.099 -6.471 1.421
O -0.312 -5.549 1.382
C -1.981 -6.681 2.596
C -2.849 -7.688 2.637
C -2.971 -8.646 1.508
O -3.760 -9.564 1.545
H -2.195 -9.143 -0.479
H -0.569 -7.254 -0.554
H -1.875 -5.972 3.407
H -3.502 -7.860 3.483